Record 1
DFT (ωB97M-V/def2-TZVPD) results for a single C5H7NOS molecule.

Geometry as XYZ:
```
15
Properties=species:S:1:pos:R:3
S -2.70891 1.34753 0.11720
C -1.33283 0.67616 -0.04424
C 0.06244 0.90191 0.57529
C 0.28421 -0.34256 1.40452
O -0.23572 -1.30813 0.59013
C -0.78362 -0.68184 -0.62696
C 0.50166 -0.45480 -1.32924
N 0.97368 0.78856 -0.64910
H 0.26813 1.97712 0.97605
H -0.27522 0.05676 2.28162
H 1.24640 -0.70399 1.58567
H -1.62944 -1.15558 -1.30759
H 1.23489 -1.27970 -1.14018
H 0.59602 -0.31182 -2.45315
H 1.79828 0.49037 0.01998
```

As for the electronic energy: -722.764308 Ha. As for the energy above the lowest of the compared OMol25 structures with the same formula, charge and spin: 96.49 kcal per mole. Its highest occupied orbital energy is -8.809 eV. As for the SMILES: S=C1[C@H]2CO[C@@H]1CN2. Its max |F| is 0.106 Eh/bohr. Its charge is 0.

Computed natural (NBO) charges, given in elementary charges: number 1, S, carries 0.207; number 2, C, carries -0.146; number 3, C, carries -0.177; number 4, C, carries -0.094; number 5, O, carries -0.513; number 6, C, carries -0.009; number 7, C, carries -0.274; number 8, N, carries -0.590; number 9, H, carries 0.239; number 10, H, carries 0.175; number 11, H, carries 0.191; number 12, H, carries 0.232; number 13, H, carries 0.209; number 14, H, carries 0.204; number 15, H, carries 0.346

=====

Record 2
DFT (ωB97M-V/def2-TZVPD) results for 2 unconnected molecules or ions with the total composition C5H7NOS2.

Geometry as XYZ:
```
16
Properties=species:S:1:pos:R:3
C 2.20429 0.45281 -0.46291
C 2.07552 1.08511 -1.65976
C 0.15026 -0.18780 -0.90855
C -1.09538 -0.36319 2.01662
C -1.16981 -0.70372 -0.73530
N 1.12226 -0.23958 -0.05888
O -1.97641 1.52298 0.38708
S 0.53250 0.78116 -2.34081
S -2.17694 0.08920 0.60271
H 3.07538 0.46292 0.16642
H 2.78371 1.70650 -2.16980
H -0.06495 -0.12012 1.77522
H -1.20825 -1.42637 2.19042
H -1.43271 0.20660 2.87507
H -1.75703 -0.84950 -1.62843
H -1.06243 -2.41701 -0.04911
```

As for the electronic energy: -1120.952474 Ha. As for the energy above the lowest of the compared OMol25 structures with the same formula, charge and spin: 75.21 kcal per mole. Its highest occupied orbital energy is -8.895 eV. Its max |F| is 0.093 Eh/bohr. Its charge is 0.

Computed natural (NBO) charges, given in elementary charges: number 1, C, carries -0.046; number 2, C, carries -0.434; number 3, C, carries -0.029; number 4, C, carries -0.826; number 5, C, carries -0.479; number 6, N, carries -0.428; number 7, O, carries -0.980; number 8, S, carries 0.432; number 9, S, carries 1.268; number 10, H, carries 0.215; number 11, H, carries 0.245; number 12, H, carries 0.263; number 13, H, carries 0.226; number 14, H, carries 0.234; number 15, H, carries 0.235; number 16, H, carries 0.104

=====

Record 3
DFT (ωB97M-V/def2-TZVPD) results for a molecular structure, C5H7NOS2.

Geometry as XYZ:
```
16
Properties=species:S:1:pos:R:3
C 0.40136 -2.32860 -0.43957
C -0.86241 -2.01353 -0.14148
C -1.67423 -1.05344 -0.89792
C 1.22355 1.51535 0.74840
C 1.46893 2.94128 1.03720
H 0.96102 -3.05030 0.14394
H 0.91119 -1.85910 -1.27964
H -1.35057 -2.48689 0.71186
H -2.68522 -0.91800 -0.50019
H -1.89700 0.38835 -0.59464
H 1.77710 0.83540 1.24749
H 0.97656 3.80855 0.48429
N 0.16868 1.36389 0.00137
O 2.07058 3.21345 2.13979
S -1.24368 -0.20244 -2.20801
S -0.24585 -0.15397 -0.45291
```

As for the electronic energy: -1120.562183 Ha. As for the energy above the lowest of the compared OMol25 structures with the same formula, charge and spin: 320.12 kcal per mole. Its highest occupied orbital energy is -6.545 eV. Its max |F| is 0.197 Eh/bohr. Its charge is 0.

Computed natural (NBO) charges, given in elementary charges: number 1, C, carries -0.468; number 2, C, carries -0.273; number 3, C, carries -0.780; number 4, C, carries -0.058; number 5, C, carries 0.346; number 6, H, carries 0.233; number 7, H, carries 0.205; number 8, H, carries 0.253; number 9, H, carries 0.248; number 10, H, carries 0.112; number 11, H, carries 0.188; number 12, H, carries 0.160; number 13, N, carries -0.626; number 14, O, carries -0.532; number 15, S, carries 0.152; number 16, S, carries 0.840

=====

Record 4
DFT (ωB97M-V/def2-TZVPD) results for a molecular structure, C5H7NS.

Geometry as XYZ:
```
14
Properties=species:S:1:pos:R:3
C 0.45585 1.26409 0.09825
C -0.11971 0.24763 1.08779
C -1.22377 -0.49221 0.26421
C -0.50051 -0.52661 -1.13426
C 0.88430 0.05162 -0.68740
H -0.27318 0.38275 2.15849
H -2.14953 0.01503 0.27235
H -1.38563 -1.48819 0.66448
H -1.02399 0.15235 -1.80063
H -0.38180 -1.50100 -1.59286
H 1.70711 0.04035 -1.35623
H 1.95721 -0.29351 1.06810
N 1.06669 -0.59606 0.64981
S 0.98695 2.74376 0.30790
```

As for the electronic energy: -647.590275 Ha. As for the energy above the lowest of the compared OMol25 structures with the same formula, charge and spin: 41.89 kcal per mole. Its highest occupied orbital energy is -8.466 eV. Its max |F| is 0.034 Eh/bohr. Its charge is 0.

Computed natural (NBO) charges, given in elementary charges: number 1, C, carries -0.097; number 2, C, carries -0.129; number 3, C, carries -0.400; number 4, C, carries -0.401; number 5, C, carries -0.136; number 6, H, carries 0.226; number 7, H, carries 0.210; number 8, H, carries 0.218; number 9, H, carries 0.212; number 10, H, carries 0.220; number 11, H, carries 0.221; number 12, H, carries 0.370; number 13, N, carries -0.564; number 14, S, carries 0.049

=====

Record 5
DFT (ωB97M-V/def2-TZVPD) results for a single C5H7NS molecule.

Geometry as XYZ:
```
14
Properties=species:S:1:pos:R:3
C 1.04374 -0.10604 0.62531
C 0.85444 -2.40603 -0.08337
C -1.32526 -0.40137 0.07437
C -0.28849 0.53711 0.51133
C -0.10787 1.68703 -0.62236
N 1.35476 -1.32022 0.22721
S 0.65099 -3.89986 -0.58013
H 1.83198 0.56567 1.09482
H -1.35953 -0.67963 -0.92502
H -2.00623 -0.77442 0.81635
H -0.74595 0.93322 1.45119
H 0.71387 2.28174 -0.16222
H -0.95216 2.22466 -0.90184
H 0.33571 1.35816 -1.52565
```

As for the electronic energy: -647.507248 Ha. As for the energy above the lowest of the compared OMol25 structures with the same formula, charge and spin: 94.00 kcal per mole. Its highest occupied orbital energy (alpha / beta) is -8.390 / -7.132 eV. Its max |F| is 0.077 Eh/bohr. Its charge is 0.

Computed natural (NBO) charges, given in elementary charges: number 1, C, carries 0.054; number 2, C, carries 0.181; number 3, C, carries -0.259; number 4, C, carries -0.369; number 5, C, carries -0.589; number 6, N, carries -0.449; number 7, S, carries 0.030; number 8, H, carries 0.191; number 9, H, carries 0.170; number 10, H, carries 0.180; number 11, H, carries 0.230; number 12, H, carries 0.206; number 13, H, carries 0.213; number 14, H, carries 0.210

=====

Record 6
DFT (ωB97M-V/def2-TZVPD) results for a single C5H7NS molecule.

Geometry as XYZ:
```
14
Properties=species:S:1:pos:R:3
N 2.13705 -0.72919 0.39897
C 1.39636 0.16752 -0.37347
C -0.14051 0.09418 -0.20051
C -1.01066 1.09021 0.03030
C -2.21424 0.74092 0.23212
S -2.48794 -0.90778 0.02523
C -0.80985 -1.19294 -0.21669
H 1.94422 -1.56453 0.11580
H 2.11756 -0.52410 1.49639
H 1.59884 0.08798 -1.24817
H 1.77981 1.18900 -0.21530
H -0.83061 2.27947 0.03314
H -3.08413 1.39953 0.33173
H -0.39588 -2.13027 -0.40955
```

As for the electronic energy: -647.557772 Ha. As for the energy above the lowest of the compared OMol25 structures with the same formula, charge and spin: 62.29 kcal per mole. Its highest occupied orbital energy is -8.533 eV. As for the SMILES: NCc1ccsc1. Its max |F| is 0.220 Eh/bohr. Its charge is 0.

Computed natural (NBO) charges, given in elementary charges: number 1, N, carries -0.806; number 2, C, carries -0.205; number 3, C, carries -0.063; number 4, C, carries -0.272; number 5, C, carries -0.423; number 6, S, carries 0.465; number 7, C, carries -0.450; number 8, H, carries 0.342; number 9, H, carries 0.368; number 10, H, carries 0.177; number 11, H, carries 0.183; number 12, H, carries 0.223; number 13, H, carries 0.236; number 14, H, carries 0.225